The following is a quantum chemistry calculation of 24 unconnected molecules or ions with the total composition C28H102BF4O37, from the OMol25 dataset.

Last column: Löwdin charge in e.
Geometry (Å):
B (0.1498, 0.1065, -0.7126)  -1.246
F (-0.9686, -0.7383, -0.6157)  0.116
F (0.3480, 0.4821, -2.0332)  0.151
F (-0.0528, 1.2487, 0.1588)  0.084
F (1.2735, -0.4943, -0.2125)  0.164
O (-3.9384, 1.5432, -1.7462)  -0.062
H (-3.4111, 1.8067, -0.9764)  0.008
H (-4.1181, 0.5710, -1.6421)  0.032
O (-1.5077, 0.2345, 4.2275)  -0.060
H (-0.8633, -0.4044, 4.5577)  0.013
H (-1.6406, 0.0839, 3.2572)  0.042
O (2.7538, -3.3943, 0.8399)  -0.082
H (3.3085, -4.1861, 1.0441)  0.055
H (3.4045, -2.7206, 0.4861)  0.028
O (4.8555, -2.0102, -0.0131)  -0.060
H (5.4502, -1.2854, 0.2327)  0.013
H (5.1576, -2.1617, -0.9343)  0.071
O (0.1847, -3.3460, 0.2801)  -0.094
H (-0.1148, -2.4309, 0.1739)  0.028
H (1.2379, -3.3202, 0.3250)  0.060
O (-2.3372, 1.1820, -4.3861)  -0.047
H (-2.3777, 1.3503, -3.4114)  0.044
H (-2.8011, 1.9195, -4.7602)  0.012
O (-3.3572, 4.7882, -0.4010)  -0.046
H (-3.2904, 4.0202, 0.2190)  0.029
H (-3.3828, 5.5867, 0.1261)  0.055
O (5.8664, 0.1553, 1.2496)  -0.070
H (5.0537, 0.6927, 1.1178)  0.032
H (5.7004, -0.3958, 2.0402)  0.027
O (0.1906, 0.1400, -4.7902)  -0.077
H (-0.7744, 0.4489, -4.8409)  0.075
H (0.3748, 0.2432, -3.8416)  0.038
C (1.4098, 2.3239, -7.1223)  -0.273
C (2.1969, 2.5091, -8.3560)  -0.227
O (3.4766, 1.8211, -8.2481)  -0.063
O (1.3755, 0.9532, -6.8917)  -0.074
H (0.3775, 2.6566, -7.2645)  0.130
H (1.7902, 2.7812, -6.2425)  0.106
H (2.4707, 3.5720, -8.4092)  0.121
H (1.6741, 2.2642, -9.2802)  0.118
H (3.1021, 1.0999, -7.7643)  0.032
H (0.9612, 0.7550, -6.0624)  -0.006
C (-3.1936, -3.5993, 0.2141)  -0.216
C (-2.3213, -4.8224, 0.0764)  -0.204
O (-1.8362, -5.0904, -1.2639)  -0.076
O (-4.3376, -3.6988, -0.6432)  -0.087
H (-2.6031, -2.7381, 0.0429)  0.076
H (-3.5812, -3.4486, 1.2049)  0.118
H (-2.8642, -5.7158, 0.4238)  0.128
H (-1.5045, -4.7673, 0.7758)  0.080
H (-1.0246, -4.6075, -1.4992)  0.047
H (-4.0806, -3.9331, -1.5834)  0.080
C (0.2905, 2.3092, 6.5843)  -0.228
C (0.7488, 2.2741, 5.1429)  -0.291
O (1.7024, 3.2752, 4.9024)  -0.060
O (-0.1232, 3.6688, 6.8627)  -0.074
H (1.1388, 1.9459, 7.2712)  0.140
H (-0.6305, 1.6622, 6.6152)  0.115
H (-0.1140, 2.2943, 4.4439)  0.109
H (1.1819, 1.2188, 5.0650)  0.121
H (1.4836, 3.6096, 4.0275)  0.038
H (0.6441, 4.1325, 6.5494)  0.051
C (-0.3562, 3.7001, -2.3372)  -0.233
C (-0.0888, 4.0105, -3.7655)  -0.211
O (1.0584, 4.9144, -3.8873)  -0.080
O (-0.7459, 4.9651, -1.8024)  -0.063
H (0.4347, 3.2291, -1.7858)  0.101
H (-1.1913, 3.0106, -2.3067)  0.100
H (-0.9660, 4.5206, -4.1346)  0.102
H (0.1476, 3.1809, -4.4138)  0.099
H (0.8324, 5.6086, -3.2313)  0.080
H (-1.5814, 4.8499, -1.3616)  0.025
C (-3.3697, 2.0298, 1.6461)  -0.185
C (-3.7150, 0.5064, 1.5292)  -0.109
O (-2.4706, -0.3115, 1.6099)  -0.108
O (-2.6494, 2.3180, 0.4814)  -0.131
H (-2.8099, 2.2809, 2.5604)  0.117
H (-4.2660, 2.6539, 1.5902)  0.131
H (-4.1502, 0.2699, 0.5146)  0.122
H (-4.3373, 0.1962, 2.3509)  0.109
H (-2.0475, -0.3555, 0.7432)  0.040
H (-1.7606, 1.9191, 0.6047)  0.095
C (-0.8712, -2.9531, 4.9159)  -0.238
C (-1.1791, -3.2625, 3.4511)  -0.213
O (-0.0349, -3.9981, 3.0039)  -0.113
O (0.0894, -1.9415, 5.0869)  -0.091
H (-0.4766, -3.8789, 5.2995)  0.120
H (-1.7941, -2.6573, 5.3754)  0.112
H (-1.3248, -2.3440, 2.7763)  0.133
H (-2.0666, -3.9538, 3.4498)  0.128
H (0.0508, -3.8213, 2.0387)  0.036
H (0.9747, -2.3587, 5.0189)  0.077
C (-3.9928, 2.7440, 5.8214)  -0.238
C (-4.2954, 1.3660, 6.3557)  -0.268
O (-4.3761, 0.3929, 5.3289)  -0.081
O (-2.8328, 2.7574, 4.9915)  -0.083
H (-3.8737, 3.4371, 6.6906)  0.128
H (-4.9244, 2.9611, 5.2903)  0.114
H (-5.2543, 1.4188, 6.9292)  0.133
H (-3.5083, 1.0611, 6.9956)  0.100
H (-3.4658, 0.0981, 5.0896)  0.063
H (-2.2902, 1.9765, 5.1784)  0.024
C (-5.0737, 4.3940, -3.3844)  -0.268
C (-3.7776, 4.3222, -4.0474)  -0.239
O (-3.9472, 3.4549, -5.1831)  -0.084
O (-5.7167, 3.1284, -3.3134)  -0.091
H (-5.7406, 5.0416, -3.9406)  0.125
H (-4.8705, 4.7372, -2.3739)  0.103
H (-3.1448, 3.8590, -3.2604)  0.099
H (-3.3023, 5.2159, -4.3616)  0.116
H (-4.8199, 3.0434, -5.0245)  0.086
H (-5.2369, 2.5363, -2.6330)  0.094
C (5.0978, -5.5004, 4.3736)  -0.211
C (4.2090, -5.7589, 3.1604)  -0.208
O (4.7014, -5.2399, 1.9099)  -0.095
O (5.0670, -4.0884, 4.6940)  -0.084
H (6.1696, -5.8028, 4.3408)  0.131
H (4.7022, -6.1066, 5.1950)  0.111
H (3.3063, -5.1766, 3.3817)  0.102
H (3.9803, -6.8717, 3.0709)  0.143
H (5.4988, -4.6619, 1.9644)  0.121
H (4.1900, -3.7455, 4.5577)  0.026
C (1.2321, -2.9562, -2.8156)  -0.218
C (1.6367, -3.0055, -4.2375)  -0.196
O (0.7042, -2.5564, -5.2867)  -0.083
O (-0.0776, -3.4462, -2.6137)  -0.078
H (1.2997, -1.8968, -2.3858)  0.124
H (1.8922, -3.5979, -2.3299)  0.106
H (1.5709, -4.0068, -4.6028)  0.114
H (2.6146, -2.5402, -4.4144)  0.118
H (0.6369, -1.5964, -5.2753)  0.023
H (-0.4830, -3.6085, -3.4789)  0.087
C (2.0885, 3.3777, 1.2952)  -0.204
C (2.5687, 2.0055, 1.9090)  -0.237
O (3.1934, 1.2900, 0.8954)  -0.053
O (1.3882, 4.1172, 2.2571)  -0.073
H (1.3761, 3.1077, 0.5164)  0.094
H (2.9242, 3.8260, 0.7243)  0.132
H (1.6593, 1.4632, 2.2345)  0.125
H (3.1937, 2.1608, 2.7928)  0.111
H (2.5906, 0.5784, 0.7474)  0.047
H (0.5159, 4.4843, 1.9687)  0.132
C (2.6829, -1.4044, 3.2180)  -0.158
C (3.7200, -0.6134, 3.9613)  -0.225
O (5.0016, -1.1567, 3.7718)  -0.043
O (2.5813, -2.7213, 3.9036)  -0.125
H (2.9243, -1.4979, 2.1625)  0.104
H (1.7531, -0.9329, 3.3913)  0.095
H (3.4307, -0.5470, 4.9985)  0.126
H (3.7112, 0.3789, 3.5290)  0.096
H (4.9466, -2.0861, 4.0240)  0.058
H (2.0164, -3.3091, 3.3116)  0.088
C (3.2807, 0.0559, -2.9597)  -0.227
C (3.8533, 1.4399, -2.9644)  -0.216
O (4.5678, 1.8381, -4.1430)  -0.035
O (4.3694, -0.8714, -3.0477)  -0.069
H (2.5818, -0.1382, -3.8213)  0.117
H (2.6961, -0.2279, -2.0880)  0.093
H (4.5227, 1.5441, -2.1185)  0.125
H (2.9716, 2.0796, -2.8602)  0.119
H (3.9563, 1.8547, -4.8574)  0.056
H (4.9033, -0.6522, -3.7969)  0.070
C (-3.1652, -2.4828, -3.6787)  -0.206
C (-3.1640, -1.4386, -2.5230)  -0.172
O (-4.4183, -1.2189, -1.8162)  -0.080
O (-3.4313, -3.8097, -3.3115)  -0.058
H (-2.1648, -2.4240, -4.1643)  0.117
H (-3.8459, -2.1864, -4.4433)  0.113
H (-3.0389, -0.4876, -3.1169)  0.104
H (-2.3420, -1.7388, -1.8601)  0.098
H (-4.6374, -1.9324, -1.2237)  0.046
H (-2.7859, -4.2553, -2.7851)  0.033

Cartesian forces, eV/Å:
B -0.2356 1.0094 0.7010
F 0.1057 0.0731 0.1622
F -0.1928 0.3441 -0.1061
F -0.4927 -0.1996 -0.6535
F 0.9050 -0.9123 0.2945
O -0.1704 -0.7408 -0.4077
H -0.0089 0.0857 0.1652
H -0.0991 0.6754 -0.1241
O -0.5760 0.2794 -0.4310
H 0.2855 -0.2693 -0.1696
H 0.1006 -0.1196 0.7297
O 0.9196 -0.1200 -0.1603
H -0.3261 0.6549 -0.1752
H -0.4339 -0.7671 0.2776
O 0.7577 -0.4471 -1.4024
H -0.1307 0.6501 0.7084
H -0.7335 -0.0819 0.4643
O 2.0748 0.1603 0.4140
H 0.2268 -0.2026 -0.1569
H -2.2545 0.0367 -0.0258
O 0.7893 -0.6990 1.5480
H -0.1528 -0.1967 -0.9759
H -0.7399 1.1012 -0.7114
O 0.0478 -0.6570 0.2323
H 0.2594 0.7708 -0.7319
H -0.0551 0.1410 0.2273
O -0.2847 0.0375 0.1076
H 0.3384 -0.4138 0.1436
H -0.0258 0.4042 -0.0616
O -1.6367 0.4891 0.5968
H 1.1340 -0.3549 0.0584
H 0.0670 -0.0544 -0.1321
C -1.7033 -0.8063 -0.0907
C 2.1767 2.1305 -0.6367
O -1.4016 0.9633 -0.4314
O 0.8957 -1.0678 -1.4326
H -0.0224 0.5203 -0.1429
H 0.7579 1.0715 0.5891
H -0.2518 -0.0539 -0.2537
H -0.1389 -0.4101 0.1148
H 0.5484 -1.7885 0.7039
H -0.4799 -0.3370 1.1413
C -0.5559 -1.1944 -0.9932
C 0.2422 -1.0183 0.1912
O -0.9530 0.0895 0.4804
O 0.1354 0.1004 -0.6766
H 0.6152 1.1997 -0.6779
H -0.1546 -0.3962 0.6460
H -0.1741 0.1836 -0.6089
H 0.4859 0.2649 0.0474
H 0.0902 0.3318 0.6660
H -0.1915 0.3598 1.2305
C -0.6477 0.4196 0.0372
C 0.1514 -2.3367 0.1167
O -0.1434 -0.2002 0.2131
O -0.0458 -1.5617 0.6717
H -1.3734 0.5129 -0.7255
H 1.0470 0.4217 0.5340
H 0.5262 0.3236 0.4159
H -0.1535 1.0503 -0.4435
H 0.3500 0.4644 -0.4651
H 0.5134 0.9362 -0.3049
C -1.0378 0.2377 -0.3549
C 1.7469 0.6893 -0.7373
O -1.1612 -0.0099 0.8164
O 0.8055 -0.0295 0.3910
H 0.7372 0.0344 0.2048
H -0.3813 -0.3018 0.1378
H -0.3490 0.0549 -0.3276
H -0.0323 -0.5077 0.0291
H 0.4228 -0.3466 -0.5787
H -0.7939 0.0700 0.5195
C -0.8657 -1.6987 0.1170
C 1.3031 -0.0525 -0.6302
O -1.2357 1.0757 0.5799
O 1.7648 0.4441 -0.1848
H -0.2182 -0.2187 -0.1917
H -0.1786 -0.2845 0.2912
H 0.0306 0.4386 1.2843
H -0.3153 -0.2892 0.1799
H -0.0253 0.0108 -0.1346
H -0.1337 0.3425 -0.5120
C -0.3575 0.0507 -1.3964
C 0.3115 -0.0331 -0.2869
O 0.0792 0.2999 -0.7265
O 0.6871 0.1688 0.2534
H -0.1911 -0.4842 0.5482
H -0.3713 0.1778 0.6829
H -0.1210 -1.2049 1.1528
H 0.4427 0.7915 -0.2547
H 0.0208 -0.1559 0.0550
H -0.3871 0.4539 -0.2290
C 0.0053 -0.2422 0.5146
C -0.3855 -0.0934 -0.1289
O 0.1574 -0.3456 -0.3556
O -0.6786 0.2644 0.1354
H -0.0984 -0.2887 -0.6569
H 0.4828 0.7385 -0.5816
H 0.6771 -0.2914 -0.4823
H 0.8062 -0.2648 1.2127
H -0.7233 0.4346 0.1164
H -0.1125 0.0778 -0.1828
C -1.3906 0.6472 1.3040
C 0.9871 -2.6279 -0.1105
O 0.3528 0.1116 -0.0600
O 0.7158 -1.0647 0.9278
H -0.3833 0.2505 0.1255
H -0.4341 0.5702 0.1513
H 0.3506 -0.0980 -0.7281
H 0.0808 1.0931 -0.2213
H 0.4029 -0.1205 -0.0408
H -0.5784 1.0972 -1.2454
C 0.1155 0.5714 0.2363
C 0.7454 -0.2782 -0.0221
O 0.5219 -0.0847 -0.0857
O 1.3627 -1.0210 0.0876
H -0.6903 0.3430 -0.6080
H -0.2740 0.1923 0.1366
H -0.2596 -0.5845 -0.0663
H 0.2713 1.4671 -0.1565
H -0.9824 -0.6687 0.5167
H -1.1463 0.0552 -0.1179
C -1.3168 2.6890 -0.0086
C -0.6662 0.3393 -2.8552
O 0.2002 0.2052 1.2170
O -0.6347 -0.2930 -0.3078
H -0.0460 -1.4594 -0.4686
H 1.3466 -0.8830 1.2667
H 1.1265 -1.2841 0.5359
H -0.0589 -0.2998 0.2621
H -0.2248 0.4014 0.1247
H 0.1879 0.2524 -0.0042
C -0.3410 -2.0734 -0.9597
C -1.5660 1.9085 0.3297
O 1.1284 0.0352 0.0395
O -0.7109 1.3589 0.7781
H 0.0561 -0.2259 -0.1617
H -0.1591 0.5443 0.9398
H 0.3144 0.2991 0.0712
H 0.1721 0.1117 -0.1968
H -0.3934 -1.0899 -0.9458
H 1.4147 -0.6850 -0.1072
C 0.5178 -1.1767 1.1897
C -0.3273 -0.1319 -0.9073
O 0.3904 -0.0448 0.1264
O -0.4925 -0.1462 -1.6088
H -0.0725 -0.2270 0.1102
H -1.2669 0.6559 -0.2698
H 0.0805 0.0415 0.6074
H 0.1797 0.2673 0.1191
H 0.4221 -0.0865 -0.0561
H 0.6700 0.9718 0.8553
C 0.5364 -1.2802 -1.5475
C -1.2622 0.8471 -0.0831
O 0.6913 -0.8527 1.3722
O -0.5958 -0.9249 0.9636
H 0.5696 0.4672 0.4087
H 0.3573 0.4755 0.3133
H 0.1073 0.1846 0.0493
H 0.1810 0.5047 0.3563
H -0.7979 0.0958 -1.0556
H 0.4326 0.4307 -0.7594
C 1.2647 0.5339 0.8930
C -0.6099 -0.2618 -1.4778
O 0.9192 1.0211 -1.1359
O -1.9132 -0.1266 -0.7408
H -0.3272 0.2037 0.3550
H -0.8894 -0.0231 -0.4417
H 0.4610 -0.9542 1.1358
H -0.3296 0.6344 -0.0963
H 0.1042 -1.0812 0.4316
H 1.4691 -0.2824 0.7112

E_HOMO = -7.978 eV
strongest force on any atom = 3.11 eV Å⁻¹
orbital gap = 9.718 eV
net charge = -1